This record from the OMol25 dataset describes a cluster of 2 separate species, C6H11N3 in total at a distorted geometry. The level of theory is ωB97M-V/def2-TZVPD.

Computed properties:
**Energy above the lowest of the compared OMol25 structures with the same formula, charge and spin**: 249.1 kJ/mol
**E_tot**: -399.40037 Ha
**E_HOMO**: -9.107 eV
**LUMO**: 0.8 eV

The geometry in ORCA input format:
```
! wB97M-V def2-TZVPD RIJCOSX def2/J DEFGRID3
* xyz 0 1
C 2.16291 0.88022 -0.93329
C 2.65436 -0.18449 -1.90544
C 0.45291 2.08910 -1.93503
N 1.58195 2.10190 -1.65002
H 2.98763 1.35243 -0.39927
H 1.47406 0.48877 -0.17522
H 1.97748 -0.28169 -2.74941
H 2.70220 -1.14524 -1.39885
H 3.65110 0.03395 -2.28052
C -1.32876 -0.15744 0.77541
N -1.68064 0.57621 -0.31345
C -2.47257 -0.79197 1.47944
C -2.38230 -1.49631 2.59830
N -0.09387 -0.22944 1.10760
H -0.97575 1.15045 -0.75859
H -2.64956 0.71890 -0.53208
H 0.07299 -0.86356 1.88398
H -3.43378 -0.71082 0.98721
H -1.45244 -1.58854 3.13846
H -3.24792 -1.94244 3.06077
*
```

---

This record from the OMol25 dataset describes a cluster of 2 separate species, C6H11N3 in total at a distorted geometry. The level of theory is ωB97M-V/def2-TZVPD.

Computed properties:
**Energy above the lowest of the compared OMol25 structures with the same formula, charge and spin**: 658.8 kJ/mol
**E_tot**: -398.58764 Ha
**E_HOMO (alpha / beta)**: -18.908 / -18.911 eV
**LUMO (alpha / beta)**: -10.9 / -10.9 eV

The geometry in ORCA input format:
```
! wB97M-V def2-TZVPD RIJCOSX def2/J DEFGRID3
* xyz 2 1
C -3.49002 1.92043 0.04526
C -2.37024 1.44977 0.05244
C -0.90431 -0.42882 0.08458
C 0.94725 1.20856 -0.04187
C 2.42270 1.27227 0.22918
C -0.79831 -2.88742 -0.04237
N 0.15772 2.21472 -0.38048
N -1.43991 -1.56594 0.05892
N 0.39259 -0.07862 0.02966
H -4.05280 2.81583 0.26498
H 2.68647 2.05848 -0.51468
H 2.48568 1.57932 1.27713
H 2.81599 0.25025 0.04946
H 0.03064 -2.83429 -0.87075
H -1.66226 -3.52627 -0.33166
H -0.28895 -3.08398 0.90248
H 0.53039 3.04187 -0.70056
H -0.85363 1.93319 -0.54438
H -2.45887 -1.85743 0.19561
H 1.02895 -0.81160 0.20134
*
```

---

This record from the OMol25 dataset describes the ion C6H11N3 with charge +2 at a distorted geometry. The level of theory is ωB97M-V/def2-TZVPD.

Computed properties:
**Energy above the lowest of the compared OMol25 structures with the same formula, charge and spin**: 479.7 kJ/mol
**E_tot**: -398.65589 Ha
**Structure (SMILES)**: CN1C=[N+](C)C=[N+]2C[C@H]12
**E_HOMO**: -19.360 eV
**LUMO**: -10.9 eV

The geometry in ORCA input format:
```
! wB97M-V def2-TZVPD RIJCOSX def2/J DEFGRID3
* xyz 2 1
C 0.35755 0.44013 -0.70453
C 1.11408 -0.79473 1.15122
C -1.42203 -1.22342 1.14984
C -1.27071 0.36801 1.24592
C -1.63279 1.52863 -0.98519
C 2.59229 -0.52788 -0.76128
N -0.77485 0.73755 -0.12288
N 1.31771 -0.38392 -0.03739
N -0.37553 -0.60078 1.93742
H 0.59640 0.59422 -1.78829
H 1.85532 -1.42951 1.66902
H -2.21579 -1.64644 1.79018
H -1.28110 -1.58651 0.09334
H -1.84088 1.14187 1.75991
H -1.26377 2.21595 -1.63929
H -2.27313 0.86414 -1.60678
H -2.38800 1.98610 -0.43100
H 2.43057 -0.67738 -1.75619
H 3.36165 -1.35220 -0.38313
H 3.11302 0.34616 -0.58088
*
```

---

This record from the OMol25 dataset describes a structure of composition C6H11N3 at a distorted geometry. The level of theory is ωB97M-V/def2-TZVPD.

Computed properties:
**Energy above the lowest of the compared OMol25 structures with the same formula, charge and spin**: 561.0 kJ/mol
**E_tot**: -398.62489 Ha
**E_HOMO**: -19.771 eV
**LUMO**: -11.6 eV

The geometry in ORCA input format:
```
! wB97M-V def2-TZVPD RIJCOSX def2/J DEFGRID3
* xyz 2 1
C -0.74301 1.24466 1.76341
C 0.71359 0.21657 -0.48977
C 0.17760 2.10510 1.29947
C -2.09491 -2.30025 -0.00365
C 2.31360 1.96513 -0.61436
C -0.84127 -1.60390 -0.58025
N -0.41273 -0.39517 0.13926
N -1.01748 0.04441 1.17029
N 1.21098 1.29675 -0.07576
H -1.38051 1.24182 2.56923
H 1.14762 -0.42810 -1.28416
H 0.49648 2.99739 1.83200
H -2.85680 -1.63864 0.17543
H -2.40805 -3.03730 -0.63146
H -2.03643 -2.75418 0.98504
H 2.64341 1.52610 -1.49530
H 3.09669 1.82200 0.15273
H 2.12396 2.98958 -0.52691
H 0.10001 -2.25837 -0.80370
H -1.03710 -1.38598 -1.64299
*
```

---

This record from the OMol25 dataset describes an isolated molecule of C6H11N3O at a distorted geometry. The level of theory is ωB97M-V/def2-TZVPD.

Computed properties:
**Energy above the lowest of the compared OMol25 structures with the same formula, charge and spin**: 606.8 kJ/mol
**E_tot**: -474.53506 Ha
**Structure (SMILES)**: CC(C)(C)/N=[N+](\[O-])CC#N
**E_HOMO (alpha / beta)**: -9.472 / -9.470 eV
**LUMO (alpha / beta)**: 0.1 / 0.1 eV

The geometry in ORCA input format:
```
! wB97M-V def2-TZVPD RIJCOSX def2/J DEFGRID3
* xyz 0 1
C 2.69048 0.28470 0.04711
C -1.79804 -0.91371 -0.39216
C -0.75389 0.09595 1.84883
C -1.06807 1.61411 -0.10518
C 2.45477 -0.72393 -0.97316
C -0.87149 0.08832 0.32421
N 3.15311 0.99262 0.84381
N 0.53514 -0.19761 -0.03985
N 1.02318 -0.86131 -1.17861
O 0.50511 -1.49485 -2.01307
H -1.72321 -0.80103 -1.46970
H -1.84558 -1.82456 0.12545
H -2.75891 -0.38886 -0.34997
H -0.90564 -0.80761 2.41963
H -1.34506 0.87424 2.29040
H 0.25964 0.28795 1.96970
H -2.10150 1.89251 0.03482
H -0.26811 2.21056 0.28157
H -1.00451 1.69386 -1.24243
H 3.09627 -0.38830 -1.89263
H 2.72630 -1.63301 -0.52877
*
```

---

This record from the OMol25 dataset describes an isolated molecule of C6H11N3O at a distorted geometry. The level of theory is ωB97M-V/def2-TZVPD.

Computed properties:
**Energy above the lowest of the compared OMol25 structures with the same formula, charge and spin**: 316.8 kJ/mol
**E_tot**: -474.64551 Ha
**Structure (SMILES)**: COc1c(C)c(N)nn1C
**E_HOMO**: -8.004 eV
**LUMO**: 0.9 eV

The geometry in ORCA input format:
```
! wB97M-V def2-TZVPD RIJCOSX def2/J DEFGRID3
* xyz 0 1
C -0.02060 -0.68139 -0.58268
C -1.32015 -1.06923 -0.67306
C -0.18987 0.71518 0.04251
C 1.26994 -1.30819 -0.98192
C -2.15644 2.08719 0.69861
C 1.79672 0.98321 1.16892
N -2.19615 -0.15905 -0.24514
N -1.49415 0.89874 0.17131
N -1.77450 -2.30328 -1.23402
O 0.73938 1.66610 0.45646
H 1.63960 -1.89112 -0.10738
H 1.16070 -2.00586 -1.69821
H 1.94895 -0.55304 -1.24231
H -1.68009 2.95757 0.51957
H -3.12352 1.98903 0.03265
H -2.42563 1.96727 1.66059
H 2.55299 0.51370 0.47053
H 1.44650 0.19268 1.86907
H 2.32506 1.61678 1.75497
H -2.81214 -2.40662 -1.11013
H -1.33449 -2.96750 -0.73183
*
```

---

This record from the OMol25 dataset describes an isolated molecule of C6H11N3O at a distorted geometry. The level of theory is ωB97M-V/def2-TZVPD.

Computed properties:
**Energy above the lowest of the compared OMol25 structures with the same formula, charge and spin**: 283.8 kJ/mol
**E_tot**: -474.65807 Ha
**Structure (SMILES)**: NC(=O)[C@]12CNCC[C@H]1N2
**E_HOMO**: -9.007 eV
**LUMO**: 0.7 eV

The geometry in ORCA input format:
```
! wB97M-V def2-TZVPD RIJCOSX def2/J DEFGRID3
* xyz 0 1
N -2.32408 1.82541 0.64724
C -1.50039 1.53505 -0.36313
C -0.27023 0.71702 -0.07677
C 0.63449 0.49908 -1.29352
N 1.15044 -0.84852 -1.46175
C 1.64671 -1.41868 -0.21959
C 0.55202 -1.57065 0.84244
C -0.30090 -0.33260 0.99122
N 0.28737 0.97239 1.24865
H 0.06192 0.76264 -2.19069
H 1.48849 1.19195 -1.20741
H 0.42703 -1.44828 -1.84983
H 2.09611 -2.39992 -0.42309
H 2.46105 -0.77397 0.15073
H -0.11437 -2.39818 0.55552
H 0.99156 -1.83673 1.81568
H -1.25274 -0.49245 1.50634
H 1.30486 0.95194 1.21999
O -2.18615 1.26683 -1.39091
H -1.86146 2.11451 1.50257
H -3.29174 1.68317 -0.00370
*
```

---

This record from the OMol25 dataset describes a structure of composition C6H11N3O at a distorted geometry. The level of theory is ωB97M-V/def2-TZVPD.

Computed properties:
**Energy above the lowest of the compared OMol25 structures with the same formula, charge and spin**: 455.7 kJ/mol
**E_tot**: -474.59261 Ha
**E_HOMO**: -9.091 eV
**LUMO**: -0.6 eV

The geometry in ORCA input format:
```
! wB97M-V def2-TZVPD RIJCOSX def2/J DEFGRID3
* xyz 0 1
C -0.75088 -2.46030 0.44569
C 1.55328 -0.83390 -1.26584
C -1.79543 -0.13282 0.81544
C 0.62742 1.57621 -0.30081
C -0.57987 -0.97263 0.23626
C 0.42623 -0.48100 -0.40849
N -1.98065 0.96078 0.11055
N 0.79997 1.93878 1.01008
N 1.20873 2.05258 -1.32475
O -2.32156 -0.56841 1.83509
H -2.68841 1.57537 0.49711
H -0.66773 1.25901 -0.44317
H 0.09196 1.65527 1.66903
H 1.25708 2.81566 1.21947
H 1.78635 2.87082 -1.13065
H -1.02149 -2.61350 1.49218
H -1.58613 -2.81315 -0.16349
H 0.14750 -3.02549 0.20196
H 1.52528 -0.25851 -2.19311
H 2.51284 -0.65091 -0.77946
H 1.45550 -1.89388 -1.52308
*
```

---

This record from the OMol25 dataset describes an isolated molecule of C6H11N3O at a distorted geometry. The level of theory is ωB97M-V/def2-TZVPD.

Computed properties:
**Energy above the lowest of the compared OMol25 structures with the same formula, charge and spin**: 624.2 kJ/mol
**E_tot**: -474.52841 Ha
**Structure (SMILES)**: CC(C)N(N)c1ccno1
**E_HOMO**: -8.333 eV
**LUMO**: 0.8 eV

The geometry in ORCA input format:
```
! wB97M-V def2-TZVPD RIJCOSX def2/J DEFGRID3
* xyz 0 1
C 1.84820 0.79961 2.03377
C 3.10125 0.33036 2.50919
C 1.30733 -0.32260 1.47057
C 0.52165 0.00901 -1.36581
C -1.61905 -1.25004 -1.09316
C -0.31252 -0.93714 -0.45661
N 3.19750 -0.93737 2.34350
N -1.09775 0.71019 0.96006
N -0.39788 -0.43560 0.85576
O 2.09708 -1.36414 1.73305
H 1.63234 1.81517 2.05704
H 4.00832 0.87856 2.65905
H 0.33278 -0.44253 -2.40238
H 0.06358 0.97297 -1.25458
H 1.45484 -0.01357 -0.88659
H -2.39514 -1.57189 -0.43985
H -1.43279 -2.21026 -1.73248
H -2.11018 -0.44171 -1.67719
H 0.07304 -2.00006 -0.43657
H -1.06245 1.41209 0.31907
H -1.18581 1.20373 1.91674
*
```

---

This record from the OMol25 dataset describes a cluster of 2 separate species, C6H11N3O in total at a distorted geometry. The level of theory is ωB97M-V/def2-TZVPD.

Computed properties:
**Energy above the lowest of the compared OMol25 structures with the same formula, charge and spin**: 49.5 kJ/mol
**E_tot**: -474.74732 Ha
**Structure (SMILES)**: Cc1c[nH]cn1.CC(N)=O
**E_HOMO**: -8.567 eV
**LUMO**: 0.8 eV

The geometry in ORCA input format:
```
! wB97M-V def2-TZVPD RIJCOSX def2/J DEFGRID3
* xyz 0 1
C -0.31747 -0.78013 -2.99222
C 0.61036 -1.61607 0.31921
C 0.00401 -1.47740 -1.73031
C -0.40144 -2.69788 -1.29324
N 0.61927 -0.80737 -0.70015
N 0.02293 -2.80375 0.01940
H 1.11381 -1.45846 1.25729
H -0.42518 -3.40858 0.68445
H -1.05613 -3.44867 -1.70622
H 0.26885 -1.07727 -3.85758
H -0.20226 0.27580 -2.78658
H -1.37677 -0.97130 -3.18674
C -0.44426 3.09628 1.36946
C 0.69703 2.16591 1.58946
O 1.80139 2.29879 1.11387
N 0.44002 1.12435 2.44684
H -1.20722 3.07611 2.13800
H -0.88793 2.76386 0.42230
H 1.24723 0.59901 2.73928
H -0.42779 1.03964 2.93803
H -0.07846 4.10714 1.21544
*
```

---

This record from the OMol25 dataset describes an isolated molecule of C6H11N3O at a distorted geometry. The level of theory is ωB97M-V/def2-TZVPD.

Computed properties:
**Energy above the lowest of the compared OMol25 structures with the same formula, charge and spin**: 252.8 kJ/mol
**E_tot**: -474.66989 Ha
**Structure (SMILES)**: NC(=O)C[C@H]1NC[C@@]12CN2
**E_HOMO**: -9.155 eV
**LUMO**: 0.7 eV

The geometry in ORCA input format:
```
! wB97M-V def2-TZVPD RIJCOSX def2/J DEFGRID3
* xyz 0 1
N -0.49027 -0.68918 2.97674
C -1.36705 -0.51822 1.96898
C -0.95717 0.38343 0.82756
C 0.31816 -0.08922 0.13995
N 0.28804 -1.46310 -0.40522
C 0.92407 -1.02589 -1.66925
C 0.61416 0.41137 -1.27317
C -0.07563 1.47329 -2.02514
N 1.34668 1.58678 -1.67007
H -1.77923 0.39855 0.10206
H -0.79516 1.40324 1.20931
H 1.19036 0.08740 0.79438
H 0.82039 -2.14232 0.12853
H 2.00874 -1.21479 -1.71451
H 0.44664 -1.41102 -2.58144
H -0.28196 1.33180 -3.08819
H -0.79140 2.10231 -1.49025
H 1.47638 2.21711 -0.88112
O -2.30738 -1.31864 1.89548
H -0.01006 0.11998 3.34490
H -0.57831 -1.64288 3.41049
*
```

---

This record from the OMol25 dataset describes a cluster of 2 separate species, C6H11N3O2 in total at a distorted geometry. The level of theory is ωB97M-V/def2-TZVPD.

Computed properties:
**Energy above the lowest of the compared OMol25 structures with the same formula, charge and spin**: 375.2 kJ/mol
**E_tot**: -549.80390 Ha
**E_HOMO**: -7.076 eV
**LUMO**: 0.6 eV

The geometry in ORCA input format:
```
! wB97M-V def2-TZVPD RIJCOSX def2/J DEFGRID3
* xyz 0 1
C 1.40135 -0.34581 -1.59881
C 1.25786 -1.50417 -0.83047
C 0.23039 0.24912 0.24833
C -0.37567 0.94435 1.42333
C 0.41449 2.02129 -1.37178
C 0.14187 -1.95316 1.33120
N 0.72172 0.68047 -0.92425
N 0.61831 -1.07386 0.28525
N -2.08055 -0.03967 -0.24455
O -2.41184 -0.27780 -1.48848
O -2.90400 0.08641 0.68852
H 1.79290 -0.14831 -2.52215
H 1.46675 -2.63055 -0.96829
H -1.30923 0.49465 1.77993
H -0.39559 2.02379 1.44494
H 0.21067 0.69575 2.33634
H 1.39539 2.65963 -1.33171
H 0.07321 2.03433 -2.41727
H -0.19686 2.44702 -0.63326
H 0.63028 -2.93078 1.41675
H 0.20189 -1.39351 2.34432
H -0.88335 -2.03919 1.03211
*
```